Record 1
Entry from the OMol25 dataset: a molecular structure, C28H30NOSeTi at a distorted geometry (ωB97M-V with the def2-TZVPD basis set).

Structure (XYZ):
```
62
Properties=species:S:1:pos:R:3
C -0.65 -3.14 2.23
C -1.64 -2.18 1.79
C -1.28 -1.77 0.45
H -2.52 -1.86 2.35
C -0.09 -2.48 0.07
C 0.29 -3.33 1.17
H 0.38 -2.40 -0.90
C 0.50 0.81 3.04
C -0.89 0.42 2.86
C -1.24 0.77 1.51
H -1.53 -0.03 3.62
C -0.20 1.57 0.95
C 0.94 1.40 1.80
H -1.85 -1.14 -0.22
H 1.12 -4.02 1.18
H -0.66 -3.65 3.20
H 1.91 1.86 1.61
H -2.23 0.69 1.08
H 1.06 0.77 3.98
Ti 0.36 -1.08 1.78
C -0.42 2.74 0.03
C 0.15 4.00 0.71
C -1.91 2.96 -0.23
H -0.50 4.30 1.53
H 0.18 4.81 -0.02
H 1.17 3.86 1.10
H -2.48 3.01 0.70
H -2.29 2.14 -0.83
H -2.04 3.89 -0.79
C 0.36 2.55 -1.30
C -0.33 1.76 -2.38
H 1.38 2.15 -1.12
H 0.44 3.56 -1.75
O -1.48 1.26 -2.25
N 0.28 1.67 -3.57
C -0.31 0.89 -4.67
H 1.08 2.25 -3.78
C -1.55 0.18 -4.25
C -1.52 -1.21 -4.19
H -0.57 -1.71 -4.43
C -2.65 -1.92 -3.77
H -2.58 -3.01 -3.69
C -3.84 -1.25 -3.47
H -4.74 -1.82 -3.22
C -3.89 0.15 -3.54
H -4.79 0.70 -3.28
C -2.75 0.86 -3.95
H -2.84 1.93 -4.12
H 0.44 0.16 -4.99
H -0.52 1.58 -5.51
Se 2.42 -0.78 0.47
C 3.36 -1.46 2.03
C 3.77 -0.60 3.07
C 4.28 -1.15 4.25
C 4.46 -2.54 4.35
C 4.15 -3.38 3.28
C 3.63 -2.84 2.10
H 3.63 0.48 2.96
H 4.54 -0.50 5.09
H 4.85 -2.97 5.28
H 4.30 -4.45 3.36
H 3.37 -3.47 1.25
```

## Properties
- spin multiplicity = 3
- HOMO-LUMO gap (spin up / spin down) (eV) = 4.19 / 5.73
- calculated total energy (Ha) = -4465.81651
- <S²> = 2.013
- LUMO (spin up / spin down) (Eh) = 0.091 / 0.091
- highest occupied orbital energy (spin up / spin down) (Ha) = -0.063 / -0.120
- net charge = -1

Record 2
Entry from the OMol25 dataset: a molecular structure, C2H7KN2O5S2Se (ωB97M-V with the def2-TZVPD basis set).

Structure (XYZ):
```
20
Properties=species:S:1:pos:R:3
K -0.07 -1.56 1.55
N -0.56 0.31 -3.73
N -0.75 -1.10 -3.49
H -0.05 0.73 -2.96
H -1.48 0.73 -3.68
H -0.68 -1.30 -2.50
H 0.01 -1.59 -3.94
C 0.73 4.36 1.37
O 0.35 3.35 0.44
C 0.10 2.09 0.90
S 0.28 1.76 2.54
S -0.31 1.03 -0.35
H 0.87 5.26 0.77
H 1.65 4.10 1.88
H -0.05 4.52 2.12
O -0.27 -6.10 1.27
Se 0.00 -4.58 1.82
O -1.41 -3.70 1.87
O 1.00 -3.74 0.79
O 0.67 -4.56 3.32
```

## Properties
- energy relative to the best compared isomer or geometry (same formula, charge and spin) (kJ/mol) = 0.0
- HOMO-LUMO gap (eV) = 6.26
- calculated total energy (Ha) = -4363.84608
- LUMO (Eh) = 0.163
- highest occupied orbital energy (Ha) = -0.067
- net charge = -2

Record 3
Entry from the OMol25 dataset: 5 unconnected molecules or ions with the total composition C17H31Br2O21PS5 at a distorted geometry (ωB97M-V with the def2-TZVPD basis set).

Structure (XYZ):
```
77
Properties=species:S:1:pos:R:3
C -0.24 -4.22 -0.58
C -0.06 -3.54 -1.91
O 1.03 -3.34 -2.38
O -1.20 -3.18 -2.58
C -1.34 -1.77 -2.79
C -2.24 -1.04 -1.77
S -2.96 -2.21 -0.60
O -3.25 -0.36 -2.58
C -4.46 -0.15 -2.05
O -4.67 0.68 -1.21
C -5.63 -0.99 -2.57
Br -5.10 -2.05 -4.12
C -6.90 -0.13 -2.74
C -8.14 -0.86 -2.20
Br -7.23 0.45 -4.57
P -1.09 0.08 -0.77
C -1.04 1.58 -1.78
O -1.90 0.56 0.55
H -0.39 -3.42 0.15
H 0.63 -4.83 -0.36
H -1.17 -4.79 -0.59
H -0.34 -1.34 -2.82
H -1.79 -1.64 -3.78
H -3.45 -1.32 0.28
H -5.82 -1.74 -1.81
H -6.75 0.78 -2.17
H -8.29 -0.54 -1.16
H -7.98 -1.94 -2.19
H -9.01 -0.62 -2.80
H -0.34 2.27 -1.30
H -0.64 1.32 -2.76
H -2.00 2.09 -1.86
H -1.63 -0.07 1.26
O 5.54 -4.46 0.81
S 5.13 -5.61 0.09
O 5.11 -6.89 0.69
O 5.96 -5.66 -1.28
C 5.07 -5.68 -2.41
C 3.84 -4.93 -1.93
O 3.69 -5.34 -0.56
H 4.84 -6.72 -2.64
H 5.54 -5.21 -3.26
H 2.95 -5.17 -2.49
H 4.00 -3.85 -1.95
O -1.00 -1.22 2.40
S -0.62 -0.84 3.72
O -1.61 -0.47 4.67
O 0.49 0.28 3.61
C 1.69 -0.13 4.29
C 1.68 -1.64 4.18
O 0.29 -1.99 4.34
H 1.63 0.20 5.33
H 2.56 0.32 3.82
H 2.27 -2.12 4.95
H 2.01 -1.97 3.19
O 1.62 6.51 -1.56
S 1.07 5.37 -2.19
O 0.84 4.17 -1.48
O 1.95 5.05 -3.50
C 1.12 5.03 -4.66
C 0.00 6.00 -4.34
O -0.28 5.76 -2.95
H 0.74 4.02 -4.81
H 1.70 5.34 -5.53
H -0.90 5.82 -4.93
H 0.31 7.04 -4.46
O 4.44 3.65 4.12
S 3.76 3.14 5.25
O 3.52 1.74 5.38
O 2.38 3.93 5.42
C 2.30 4.53 6.72
C 3.74 4.80 7.10
O 4.45 3.66 6.59
H 1.83 3.81 7.40
H 1.70 5.43 6.67
H 3.89 4.88 8.17
H 4.12 5.69 6.60
```

## Properties
- energy relative to the best compared isomer or geometry (same formula, charge and spin) (kJ/mol) = 30.6
- HOMO-LUMO gap (eV) = 8.65
- calculated total energy (Ha) = -9726.64790
- LUMO (Eh) = 0.014
- highest occupied orbital energy (Ha) = -0.304

Q: Which of these has the lowest calculated total energy?
A: C17H31Br2O21PS5